1.
C22H23AuNO6PS3Se2Si | the ωB97M-V functional and the def2-TZVPD basis

Structure (XYZ):
```
60
Properties=species:S:1:pos:R:3:forces:R:3:lowdin_charge:R:1
Au -1.296 0.163 -0.494 -0.43 1.35 1.26 0.43
Se -1.473 2.437 -1.403 0.00 -0.41 0.39 -0.02
P -2.207 0.269 1.662 0.22 0.45 -0.20 0.41
Se -2.522 -1.622 2.556 0.09 -0.39 -0.31 0.27
C -3.737 1.259 1.858 -0.17 0.05 -0.34 -0.37
C -4.833 0.702 2.510 0.11 -0.15 0.07 -0.14
C -6.012 1.409 2.649 -0.17 0.18 0.09 -0.10
C -6.113 2.697 2.149 -0.07 0.03 -0.01 -0.11
C -5.032 3.255 1.485 -0.11 0.17 0.05 -0.09
C -3.860 2.539 1.321 0.03 -0.07 0.06 -0.13
C -0.939 1.178 2.603 0.17 0.03 0.03 -0.45
C -0.149 0.482 3.508 -0.20 -0.09 0.09 -0.18
C 0.925 1.095 4.121 0.08 0.11 0.18 -0.11
C 1.215 2.418 3.845 0.08 0.02 0.05 -0.11
C 0.430 3.119 2.945 0.01 0.20 0.04 -0.10
C -0.632 2.504 2.313 -0.07 -0.13 0.07 -0.14
H -4.758 -0.301 2.907 0.06 -0.02 -0.03 0.02
H -6.856 0.956 3.154 -0.01 -0.04 0.01 0.09
H -7.035 3.253 2.263 -0.02 0.04 -0.01 0.09
H -5.102 4.257 1.082 -0.01 0.02 -0.06 0.10
H -3.063 2.976 0.739 0.09 -0.06 -0.09 -0.01
H -0.377 -0.555 3.714 0.01 -0.01 -0.04 0.03
H 1.552 0.530 4.798 0.03 -0.03 0.03 0.10
H 2.070 2.893 4.305 0.07 0.05 0.03 0.09
H 0.663 4.147 2.703 0.05 0.06 -0.02 0.10
H -1.187 3.049 1.566 0.01 0.02 -0.13 0.05
O -1.728 -1.233 -3.569 -0.33 -0.26 0.95 -0.32
S -1.333 -2.021 -2.234 -1.03 -1.05 0.06 0.31
O -1.140 -3.389 -2.615 0.15 -0.39 -0.18 -0.30
O -0.123 -1.366 -1.736 0.41 0.09 -0.16 -0.42
O -2.465 -1.776 -1.357 -0.16 -0.37 -0.09 -0.39
C 0.894 0.025 -4.160 -0.67 -0.35 -0.04 -0.15
Si -0.606 -0.992 -4.734 1.17 0.64 -2.07 0.43
C -1.653 -0.059 -6.036 0.52 -0.30 0.48 -0.16
C -0.068 -2.663 -5.503 -0.17 0.56 0.34 -0.15
H 1.626 0.200 -4.946 -0.02 -0.08 -0.24 0.02
H 1.390 -0.488 -3.338 0.07 -0.03 -0.01 0.02
H 0.577 0.992 -3.771 -0.10 0.08 0.06 0.01
H -1.047 0.142 -6.914 0.12 0.08 -0.23 0.01
H -2.025 0.885 -5.652 0.01 0.20 0.16 0.02
H -2.514 -0.645 -6.345 -0.10 -0.22 -0.02 0.02
H -0.369 -2.734 -6.545 -0.09 0.05 -0.17 0.01
H -0.531 -3.471 -4.945 -0.09 -0.11 0.06 0.01
H 1.007 -2.811 -5.454 0.20 0.06 0.05 0.02
O 5.737 -1.053 -1.769 -0.23 -0.16 0.07 -0.34
S 5.374 -0.306 -0.588 0.10 0.09 0.19 0.62
O 6.350 0.681 -0.176 -0.09 -0.08 0.15 -0.35
N 3.882 0.357 -0.681 1.31 -0.08 -0.68 -0.11
C 3.107 -0.093 0.263 -1.33 0.37 0.52 -0.85
S 1.581 0.498 0.629 0.03 0.05 -0.18 0.68
C 3.687 -1.151 1.125 0.51 -0.52 0.25 -0.24
C 3.074 -1.841 2.161 0.10 0.04 -0.11 -0.03
C 3.820 -2.783 2.851 -0.05 0.01 0.04 -0.09
C 5.148 -3.021 2.526 0.18 -0.01 -0.07 -0.10
C 5.760 -2.330 1.487 0.24 -0.12 -0.02 -0.06
C 5.009 -1.410 0.797 -0.52 0.51 -0.38 -0.21
H 2.042 -1.642 2.405 -0.12 0.09 -0.05 0.09
H 3.363 -3.343 3.655 -0.06 -0.04 0.08 0.09
H 5.712 -3.752 3.088 0.07 -0.08 0.03 0.09
H 6.791 -2.515 1.222 0.11 -0.03 0.00 0.11
```
Forces are in eV/Å.

Results
- HOMO (spin up / spin down): -2.308 / -2.203 eV
- E_tot: -8122.46943 hartree
- Relative energy (zero: lowest compared OMol25 entry of this formula, charge and spin): 26.0 kcal per mole
- Net charge: -2

=====

2.
C8H7N2O | the ωB97M-V functional and the def2-TZVPD basis

Structure (XYZ):
```
18
Properties=species:S:1:pos:R:3:forces:R:3:lowdin_charge:R:1
C -0.098 1.073 -1.971 4.95 3.03 -0.96 0.24
N -0.908 0.681 -1.290 -1.60 -1.70 1.76 0.13
C -1.359 -0.075 -0.261 -1.77 -0.40 2.16 -0.16
C -2.830 -0.510 -0.405 0.47 -2.25 3.26 0.01
C -0.424 -0.246 0.766 -0.65 1.00 -3.55 -0.12
O -0.684 -0.955 1.872 -0.81 0.50 -0.33 0.11
C 0.527 -1.272 2.372 2.06 -1.09 0.69 -0.14
N 1.550 -0.890 1.703 -0.21 1.16 -0.63 0.15
C 1.038 -0.011 0.597 0.22 -1.49 0.95 -0.09
C 1.831 0.568 -0.360 -1.95 -1.43 3.50 -0.04
C 2.823 1.177 -0.903 2.06 0.22 -1.29 0.05
H 0.966 1.650 -1.827 -2.36 -0.93 -1.35 0.17
H -3.598 0.006 0.194 0.74 0.44 -0.11 0.10
H -3.010 -1.610 -0.044 0.76 1.85 -0.91 0.14
H -3.082 -0.420 -1.404 -0.59 -0.01 -1.99 0.05
H 0.562 -1.919 3.311 -0.19 1.12 -1.52 0.19
H 3.222 0.783 -1.847 -0.18 0.03 0.15 0.11
H 3.475 1.971 -0.503 -0.94 -0.08 0.18 0.12
```
Forces are in eV/Å.

Results
- HOMO: -13.045 eV
- E_tot: -493.32567 hartree
- Relative energy (zero: lowest compared OMol25 entry of this formula, charge and spin): 102.9 kcal per mole
- Net charge: +1

=====

3.
C13H17N3O5 | the ωB97M-V functional and the def2-TZVPD basis

Structure (XYZ):
```
38
Properties=species:S:1:pos:R:3:forces:R:3:lowdin_charge:R:1
C 0.667 -0.384 -0.728 -0.06 1.50 3.67 -0.29
C 1.148 1.028 -0.067 0.04 -0.75 -4.56 -0.44
C -0.804 -0.153 -1.173 1.29 -0.84 0.18 -0.15
C -1.393 -1.438 -1.880 -2.72 3.83 -1.87 -0.14
C -1.785 -1.408 -3.412 2.20 -0.24 5.03 -0.01
C -2.124 -2.292 -1.077 0.47 -2.16 1.01 -0.13
C -2.334 -2.555 -3.909 0.69 -2.82 -2.44 -0.07
C -2.662 -3.443 -1.592 -2.27 -3.18 -4.58 -0.07
C -2.675 -3.655 -3.024 -0.97 0.48 1.95 -0.33
C 2.631 2.069 1.489 -1.21 -2.59 2.79 -0.14
C 2.930 1.109 2.838 -0.79 2.25 2.09 -0.44
C 1.680 3.226 1.918 4.05 1.33 -1.86 -0.10
C 0.384 3.120 2.594 1.51 -1.09 4.44 -0.52
H 0.010 -2.282 0.387 3.36 4.12 1.00 0.20
H 0.588 -0.674 1.706 0.53 -1.97 -5.09 0.20
H 1.346 -0.751 -1.563 -0.74 0.35 1.23 0.16
H -1.284 0.396 -0.315 -0.37 -1.67 -0.35 0.13
H -0.693 0.731 -1.753 -0.14 0.38 -1.70 0.08
H -1.450 -0.519 -3.964 -0.19 -0.76 0.00 0.10
H -2.227 -2.420 0.002 0.70 1.56 0.18 0.11
H -2.203 -2.784 -5.069 -1.06 0.67 2.52 0.15
H -3.335 -4.373 -1.251 1.81 2.60 0.79 0.14
H -2.873 -5.942 -2.491 -1.62 4.29 -3.49 0.34
H 3.005 -0.017 0.899 -4.02 2.93 -0.03 0.28
H 3.449 2.471 0.896 0.40 0.17 0.68 0.15
H 1.537 3.819 0.953 0.38 -0.42 1.60 0.14
H 2.471 3.734 2.627 -1.84 -0.12 -1.25 0.17
H -0.529 2.970 0.828 0.28 1.56 1.56 0.13
H -1.540 3.197 2.235 1.80 1.04 -0.94 0.16
H 2.116 2.552 4.075 0.36 -5.09 0.62 0.22
N 0.885 -1.210 0.563 -4.22 -3.49 1.35 -0.08
N 2.133 0.873 0.801 2.29 0.03 -0.93 0.00
N -0.599 3.489 1.784 -4.38 -2.80 -0.69 0.15
O 0.695 2.113 -0.536 0.34 -1.45 1.88 -0.02
O -3.328 -4.852 -3.414 2.80 -2.33 2.44 -0.14
O 3.342 0.020 2.642 1.61 -1.96 -0.18 0.07
O 0.357 2.853 3.859 -0.61 1.39 -4.01 -0.01
O 2.465 1.384 4.119 0.32 5.25 -3.06 0.01
```
Forces are in eV/Å.

Results
- HOMO: -8.433 eV
- E_tot: -1045.64377 hartree
- Relative energy (zero: lowest compared OMol25 entry of this formula, charge and spin): 315.0 kcal per mole

=====

4.
C5H9NO | the ωB97M-V functional and the def2-TZVPD basis

Structure (XYZ):
```
16
Properties=species:S:1:pos:R:3:forces:R:3:lowdin_charge:R:1
C -1.685 -0.095 -1.465 -0.22 0.05 -0.03 -0.04
N -0.482 -0.320 -0.688 1.09 -1.10 -0.34 -0.16
C -0.308 -1.422 0.437 -0.67 0.12 0.03 -0.02
C -0.397 0.055 0.717 -0.10 0.12 0.33 -0.28
C 0.810 0.816 1.205 0.02 0.26 0.18 -0.40
O 0.661 1.710 2.013 0.10 -0.39 -0.33 0.08
C 2.162 0.377 0.694 0.04 0.01 0.04 -0.02
H -1.743 -0.828 -2.273 0.02 0.10 0.14 0.10
H -1.698 0.918 -1.878 -0.03 -0.10 0.03 0.09
H -2.539 -0.233 -0.796 0.09 0.03 -0.16 0.10
H -1.320 -1.847 0.520 0.07 0.09 0.20 0.03
H 0.392 -0.486 -1.178 -0.33 0.80 -0.19 0.14
H -1.322 0.547 1.025 0.14 -0.07 0.06 0.14
H 2.295 0.687 -0.350 -0.06 -0.02 0.10 0.08
H 2.951 0.836 1.289 -0.13 -0.03 -0.05 0.09
H 2.222 -0.715 0.729 -0.02 0.13 -0.02 0.07
```
Forces are in eV/Å.

Results
- HOMO: -7.929 eV
- E_tot: -325.78025 hartree
- Relative energy (zero: lowest compared OMol25 entry of this formula, charge and spin): 98.7 kcal per mole

=====

no.,maximum force (eV/A)
1,2.5
2,5.9
3,6.1
4,1.6